P | Computed, not measured: an isolated molecule of C7H11NO, with ωB97M-V with the def2-TZVPD basis set.

Structure (XYZ):
```
20
Properties=species:S:1:pos:R:3:mulliken_charge:R:1
O 1.48 -0.08 2.34 -0.554
N 0.48 -2.85 0.89 -0.615
C 0.58 0.95 -1.21 -0.818
C -0.08 1.86 0.96 -1.487
C 1.00 -0.42 1.08 0.290
C 0.80 -1.69 0.83 0.113
C -0.18 -0.30 -1.14 -0.116
C -1.64 -0.49 -1.36 -1.408
C 0.34 0.60 0.24 0.750
H 0.73 2.21 1.61 0.353
H -1.90 -1.53 -1.14 0.293
H -2.25 0.14 -0.72 0.318
H 0.38 -1.14 -1.56 0.668
H 1.46 -0.88 2.89 0.320
H 0.31 -3.25 -0.04 0.287
H 0.02 1.79 -1.62 0.311
H -0.28 2.74 0.33 0.386
H -0.95 1.71 1.59 0.296
H -1.90 -0.31 -2.41 0.349
H 1.60 0.94 -1.56 0.264
```

Computed properties:
**Total charge**: 0
**Kohn-Sham gap**: 7.5620 eV
**Lowest unoccupied orbital energy**: 0.0210 hartree
**Structure (SMILES)**: C[C@H]1C[C@]1(C)C(O)=C=N
**M**: 125.17 g/mol



Q | Computed, not measured: an isolated molecule of C7H11NO, with ωB97M-V with the def2-TZVPD basis set.

Structure (XYZ):
```
20
Properties=species:S:1:pos:R:3:mulliken_charge:R:1
O -2.97 -0.34 -1.77 -0.413
N -1.55 0.02 1.04 -0.411
C -2.89 -0.01 0.68 -0.587
C 1.39 0.91 -0.89 -1.662
C 1.16 0.27 1.50 -1.800
C -3.04 -0.06 -0.62 0.657
C -0.86 0.32 0.04 -0.399
C 0.90 -1.45 -0.48 -1.356
C 0.64 -0.05 0.04 1.830
H 0.87 -0.37 2.34 0.313
H 0.42 -1.51 -1.52 0.314
H -3.79 0.28 1.23 0.329
H 0.48 -2.31 0.13 0.358
H 0.79 1.20 -1.73 0.393
H 2.10 -1.62 -0.44 0.306
H -1.10 0.89 -0.88 0.370
H 1.07 1.30 1.62 0.475
H 2.36 0.57 -1.34 0.348
H 1.78 1.76 -0.38 0.424
H 2.23 0.20 1.45 0.512
```

Computed properties:
**Total charge**: 0
**Kohn-Sham gap**: 9.2964 eV
**Lowest unoccupied orbital energy**: 0.0276 hartree
**Structure (SMILES)**: CC(C)(C)/C=N/C=C=O
**M**: 125.17 g/mol



R | Computed, not measured: a 2-piece molecular cluster, C7H11NO overall, with ωB97M-V with the def2-TZVPD basis set.

Structure (XYZ):
```
20
Properties=species:S:1:pos:R:3:mulliken_charge:R:1
O 0.08 -3.31 -0.17 -0.511
N -0.97 -0.98 -1.23 -0.643
C 1.01 -1.09 0.33 -0.113
C -1.48 -0.30 -0.26 1.027
C -2.42 -0.97 0.74 -1.107
C 2.00 -0.24 0.69 -0.438
C 3.22 0.07 -0.14 -1.127
C -1.47 1.22 -0.31 -1.366
C 0.54 -2.21 -0.11 0.829
H -1.89 1.83 0.59 0.344
H -0.48 1.51 -0.57 0.347
H 3.50 -0.65 -0.79 0.411
H -3.17 -1.61 0.42 0.332
H -2.93 -0.01 1.19 0.278
H 4.08 0.34 0.56 0.303
H -0.50 -0.31 -1.85 0.234
H 1.78 0.46 1.53 0.277
H -2.18 1.62 -1.04 0.356
H -1.84 -1.57 1.46 0.237
H 3.16 1.00 -0.62 0.330
```

Computed properties:
**Total charge**: 0
**Kohn-Sham gap**: 8.6237 eV
**Lowest unoccupied orbital energy**: 0.0073 hartree
**Structure (SMILES)**: CC=C=C=O.CC(C)=N
**M**: 125.17 g/mol



Which structure loses on stability? P does.



P | Computed, not measured: an isolated molecule of C7H11NO, with ωB97M-V with the def2-TZVPD basis set.

Structure (XYZ):
```
20
Properties=species:S:1:pos:R:3:mulliken_charge:R:1
O -3.19 0.71 0.67 -0.653
N -3.09 -1.25 -0.57 -0.368
C -0.67 1.39 -0.19 -0.115
C -2.58 -0.06 -0.09 0.504
C 0.72 1.49 -0.31 -0.392
C 2.84 0.08 -0.20 -1.243
C -1.24 0.18 -0.44 -0.576
C 0.96 -0.66 1.12 -1.451
C 1.41 0.41 0.14 0.812
H -4.07 -1.45 -0.43 0.226
H 1.67 -0.52 2.01 0.382
H 1.20 2.13 -1.06 0.260
H 1.09 -1.72 0.92 0.362
H -0.01 -0.40 1.49 0.449
H 3.71 0.43 0.43 0.251
H -0.67 -0.59 -0.96 0.266
H 2.94 -1.01 -0.27 0.304
H -1.32 2.15 0.13 0.476
H -2.65 -1.85 -1.17 0.176
H 2.94 0.54 -1.22 0.331
```

Computed properties:
**Total charge**: 0
**Kohn-Sham gap**: 9.0497 eV
**Lowest unoccupied orbital energy**: 0.0124 hartree
**Structure (SMILES)**: CC(C)=C/C=C/C(N)=O
**M**: 125.17 g/mol



Q | Computed, not measured: C7H11NO as an isolated structure, with ωB97M-V with the def2-TZVPD basis set.

Structure (XYZ):
```
20
Properties=species:S:1:pos:R:3:mulliken_charge:R:1
O -2.30 -0.86 0.56 -0.488
N 0.05 -0.40 -0.46 -0.131
C 0.42 0.04 0.78 0.567
C 0.36 -1.77 -0.83 -0.990
C 2.31 0.11 0.33 -0.816
C -2.20 0.67 -1.31 -1.032
C 3.44 0.01 0.75 -0.072
C 0.12 1.45 1.23 -1.457
C -1.67 -0.22 -0.22 0.582
H 0.05 2.14 0.39 0.321
H -0.44 -2.15 -1.48 0.359
H -3.27 0.49 -1.45 0.365
H -2.05 1.71 -1.03 0.270
H -0.78 1.50 1.85 0.366
H 0.41 -0.70 1.58 0.316
H -1.65 0.50 -2.24 0.320
H 1.30 -1.77 -1.38 0.354
H 4.47 -0.08 1.03 0.413
H 0.46 -2.42 0.05 0.314
H 0.96 1.77 1.86 0.439
```

Computed properties:
**Total charge**: 0
**Kohn-Sham gap**: 9.6827 eV
**Lowest unoccupied orbital energy**: 0.0270 hartree
**M**: 125.17 g/mol



R | Computed, not measured: an isolated molecule of C7H11NO, with ωB97M-V with the def2-TZVPD basis set.

Structure (XYZ):
```
20
Properties=species:S:1:pos:R:3:mulliken_charge:R:1
O -0.71 0.43 -1.20 -0.730
N 0.37 0.45 1.15 -0.436
C -2.60 -0.69 -0.14 -1.330
C -0.87 0.51 1.15 -0.404
C 1.18 0.43 0.09 1.136
C -1.59 0.49 -0.22 0.622
C 1.73 -0.82 -0.40 -0.311
C 1.83 1.73 -0.29 -1.300
C 1.56 -2.02 0.14 -0.791
H -3.04 -0.81 -1.12 0.313
H -1.43 0.56 2.07 0.447
H 2.19 2.23 0.61 0.352
H 2.65 1.56 -0.97 0.397
H 1.97 -2.90 -0.33 0.278
H -2.09 -1.61 0.12 0.313
H 1.10 2.37 -0.77 0.303
H 2.29 -0.72 -1.32 0.266
H 1.03 -2.18 1.06 0.285
H -3.38 -0.47 0.59 0.371
H -2.18 1.44 -0.22 0.221
```

Computed properties:
**Total charge**: 0
**Kohn-Sham gap (alpha / beta)**: 7.9709 / 7.9698 eV
**Lowest unoccupied orbital energy (alpha / beta)**: -0.0088 / -0.0089 hartree
**M**: 125.17 g/mol



Which structure loses on stability? Q does.



P | Computed, not measured: an isolated molecule of C7H11NO, with ωB97M-V with the def2-TZVPD basis set.

Structure (XYZ):
```
20
Properties=species:S:1:pos:R:3:mulliken_charge:R:1
O 2.75 -0.58 -1.07 -0.574
N -0.70 -0.61 -0.59 -0.436
C -2.04 -1.11 -0.65 -1.066
C 1.52 -1.73 0.61 -1.135
C -0.41 0.49 -0.01 1.166
C 1.54 1.94 -0.39 -0.939
C -1.35 1.43 0.68 -1.587
C 1.02 0.77 -0.04 0.016
C 1.76 -0.60 -0.36 0.774
H -0.80 2.18 1.25 0.416
H 2.58 1.99 -0.68 0.334
H -2.01 0.87 1.34 0.396
H -2.36 -1.48 0.33 0.327
H 2.44 -2.31 0.73 0.391
H 1.17 -1.38 1.58 0.300
H -1.97 1.95 -0.05 0.367
H 0.74 -2.35 0.18 0.277
H -2.07 -1.93 -1.37 0.322
H -2.76 -0.35 -0.96 0.370
H 0.93 2.82 -0.56 0.280
```

Computed properties:
**Total charge**: 0
**Kohn-Sham gap**: 9.6493 eV
**Lowest unoccupied orbital energy**: 0.0139 hartree
**Structure (SMILES)**: C=C(C(C)=O)/C(C)=N/C
**M**: 125.17 g/mol



Q | Computed, not measured: an isolated molecule of C7H11NO, with ωB97M-V with the def2-TZVPD basis set.

Structure (XYZ):
```
20
Properties=species:S:1:pos:R:3:mulliken_charge:R:1
O 2.97 -0.72 -0.09 -0.580
N -0.65 0.17 1.38 -0.701
C -1.12 1.05 -0.83 -0.772
C -0.14 1.46 0.50 0.050
C -1.58 -1.66 0.00 -1.601
C 0.68 -0.52 -0.41 -0.391
C -0.83 -0.41 -0.02 0.790
C 1.25 0.94 -0.01 -0.449
C 1.84 -0.37 0.69 0.072
H 1.11 -0.95 -1.37 0.296
H -1.35 -2.52 0.74 0.295
H -2.67 -1.37 0.11 0.367
H -0.70 1.06 -1.82 0.299
H -0.21 2.59 0.88 0.362
H -1.53 0.52 1.61 0.303
H 1.90 -0.57 1.84 0.355
H -1.66 -2.04 -0.91 0.463
H 2.77 0.24 -0.81 0.355
H -2.12 1.48 -0.92 0.309
H 2.05 1.65 -0.56 0.178
```

Computed properties:
**Total charge**: 0
**Kohn-Sham gap**: 9.7662 eV
**Lowest unoccupied orbital energy**: 0.0324 hartree
**Structure (SMILES)**: C[C@@]12C[C@@H](N1)[C@H]1[C@H](O)[C@H]12
**M**: 125.17 g/mol



Which structure loses on stability? Q does.